1.
Density functional theory data (ωB97M-V/def2-TZVPD) for a 8-piece molecular cluster, C26H55BF5N7O12S overall in a non-equilibrium geometry.

Calculated values
orbital gap: 9.1 eV
HOMO energy: -8.854 eV
SMILES: CB(O)[C@H](OC=O)S(=O)(=O)C(F)(F)C(F)(F)F.CNC(C)=O.CNC(C)=O.CNC(C)=O.CNC(C)=O.CNC(C)=O.CNC(C)=O.CNC(C)=O

Each atom is followed by the atoms it is bonded to, with distances in Å.
Element x y z (Å)
1 C 1.643 6.591 5.113  B2 1.553, H18 1.088, H19 1.085, H20 1.091
2 B 1.462 5.788 3.795  C1 1.553, O3 1.374, C4 1.626
3 O 1.790 6.329 2.576  B2 1.374, H21 0.976
4 C 0.804 4.301 3.787  B2 1.626, O5 1.435, S8 1.822, H22 1.086
5 O -0.294 4.331 4.709  C4 1.435, C6 1.378
6 C -1.487 4.197 4.031  O5 1.378, O7 1.165, H23 1.088
7 O -1.930 5.124 3.484  C6 1.165
8 S 1.837 2.960 4.459  C4 1.822, O9 1.440, O10 1.438, C11 1.881
9 O 0.972 1.888 4.878  S8 1.440
10 O 2.687 3.471 5.501  S8 1.438
11 C 2.918 2.203 3.118  S8 1.881, F12 1.359, F13 1.335, C14 1.535
12 F 4.149 2.080 3.680  C11 1.359
13 F 2.504 0.979 2.786  C11 1.335
14 C 3.101 3.070 1.864  C11 1.535, F15 1.331, F16 1.346, F17 1.326
15 F 1.954 3.370 1.260  C14 1.331
16 F 3.852 2.383 0.982  C14 1.346
17 F 3.777 4.155 2.218  C14 1.326
18 H 2.262 7.459 4.899  C1 1.088
19 H 2.068 6.015 5.929  C1 1.085
20 H 0.673 6.988 5.413  C1 1.091
21 H 2.745 6.330 2.375  O3 0.976
22 H 0.413 4.051 2.805  C4 1.086
23 H -1.964 3.220 4.028  C6 1.088
24 C -4.812 3.154 -1.175  N25 1.446, H29 1.093, H30 1.092, H31 1.085
25 N -3.675 2.872 -0.328  C24 1.446, C26 1.354, H32 1.026
26 C -3.331 3.520 0.811  N25 1.354, C27 1.513, O28 1.225
27 C -4.231 4.651 1.255  C26 1.513, H33 1.085, H34 1.090, H35 1.091
28 O -2.331 3.222 1.452  C26 1.225
29 H -5.457 2.274 -1.243  C24 1.093
30 H -4.473 3.405 -2.182  C24 1.092
31 H -5.396 3.983 -0.787  C24 1.085
32 H -3.060 2.102 -0.613  N25 1.026
33 H -3.826 5.076 2.167  C27 1.085
34 H -4.272 5.430 0.493  C27 1.090
35 H -5.240 4.285 1.450  C27 1.091
36 C -1.995 -3.023 -1.567  N37 1.459, H41 1.092, H42 1.090, H43 1.081
37 N -1.646 -1.621 -1.366  C36 1.459, C38 1.351, H44 1.008
38 C -2.495 -0.572 -1.429  N37 1.351, C39 1.511, O40 1.227
39 C -3.941 -0.892 -1.728  C38 1.511, H45 1.086, H46 1.090, H47 1.090
40 O -2.121 0.584 -1.253  C38 1.227
41 H -1.757 -3.589 -0.665  C36 1.092
42 H -1.426 -3.429 -2.403  C36 1.090
43 H -3.049 -3.130 -1.782  C36 1.081
44 H -0.692 -1.368 -1.159  N37 1.008
45 H -4.505 0.036 -1.748  C39 1.086
46 H -4.032 -1.381 -2.697  C39 1.090
47 H -4.359 -1.541 -0.958  C39 1.090
48 C -2.932 -7.067 1.055  N49 1.448, H53 1.093, H54 1.092, H55 1.084
49 N -2.988 -6.270 -0.152  C48 1.448, C50 1.365, H56 1.006
50 C -3.996 -6.204 -1.070  N49 1.365, C51 1.505, O52 1.221
51 C -5.206 -7.063 -0.816  C50 1.505, H57 1.085, H58 1.092, H59 1.093
52 O -3.898 -5.473 -2.043  C50 1.221
53 H -2.813 -6.418 1.926  C48 1.093
54 H -2.078 -7.747 1.019  C48 1.092
55 H -3.839 -7.650 1.172  C48 1.084
56 H -2.201 -5.682 -0.372  N49 1.006
57 H -5.918 -6.906 -1.619  C51 1.085
58 H -4.930 -8.119 -0.793  C51 1.092
59 H -5.666 -6.775 0.133  C51 1.093
60 C 5.306 6.152 -2.230  N61 1.452, H65 1.092, H66 1.091, H67 1.084
61 N 5.248 6.263 -0.784  C60 1.452, C62 1.355, H68 1.009
62 C 4.216 6.692 -0.016  N61 1.355, C63 1.510, O64 1.223
63 C 2.947 7.115 -0.717  C62 1.510, H69 1.085, H70 1.090, H71 1.090
64 O 4.325 6.727 1.201  C62 1.223
65 H 5.503 5.117 -2.518  C60 1.092
66 H 6.112 6.776 -2.619  C60 1.091
67 H 4.372 6.467 -2.679  C60 1.084
68 H 6.062 5.998 -0.251  N61 1.009
69 H 2.228 7.426 0.034  C63 1.085
70 H 3.140 7.952 -1.389  C63 1.090
71 H 2.525 6.286 -1.285  C63 1.090
72 C -4.605 -3.957 4.323  N73 1.452, H77 1.091, H78 1.091, H79 1.084
73 N -5.110 -4.836 3.284  C72 1.452, C74 1.357, H80 1.008
74 C -6.042 -4.569 2.334  N73 1.357, C75 1.510, O76 1.222
75 C -6.656 -3.189 2.331  C74 1.510, H81 1.085, H82 1.090, H83 1.090
76 O -6.364 -5.419 1.518  C74 1.222
77 H -3.528 -3.828 4.214  C72 1.091
78 H -4.801 -4.390 5.305  C72 1.091
79 H -5.080 -2.984 4.269  C72 1.084
80 H -4.741 -5.773 3.233  N73 1.008
81 H -7.374 -3.136 1.520  C75 1.085
82 H -7.172 -2.994 3.272  C75 1.090
83 H -5.891 -2.427 2.175  C75 1.090
84 C 2.723 -3.270 -3.906  N85 1.458, H89 1.092, H90 1.087, H91 1.085
85 N 1.288 -3.018 -3.974  C84 1.458, C86 1.357, H92 1.007
86 C 0.447 -3.321 -4.994  N85 1.357, C87 1.510, O88 1.224
87 C 1.074 -3.980 -6.199  C86 1.510, H93 1.085, H94 1.090, H95 1.090
88 O -0.756 -3.098 -4.950  C86 1.224
89 H 2.931 -3.926 -3.058  C84 1.092
90 H 3.270 -2.341 -3.763  C84 1.087
91 H 3.071 -3.748 -4.816  C84 1.085
92 H 0.836 -2.580 -3.188  N85 1.007
93 H 0.295 -4.173 -6.929  C87 1.085
94 H 1.824 -3.327 -6.648  C87 1.090
95 H 1.540 -4.926 -5.922  C87 1.090
96 C 8.331 -2.352 -1.303  N97 1.451, H101 1.091, H102 1.091, H103 1.084
97 N 7.081 -1.860 -1.851  C96 1.451, C98 1.354, H104 1.003
98 C 6.520 -2.142 -3.050  N97 1.354, C99 1.512, O100 1.223
99 C 7.268 -3.091 -3.959  C98 1.512, H105 1.085, H106 1.090, H107 1.090
100 O 5.449 -1.648 -3.374  C98 1.223
101 H 8.145 -2.886 -0.370  C96 1.091
102 H 9.000 -1.516 -1.089  C96 1.091
103 H 8.822 -3.023 -1.999  C96 1.084
104 H 6.537 -1.230 -1.291  N97 1.003
105 H 6.695 -3.215 -4.872  C99 1.085
106 H 8.249 -2.689 -4.214  C99 1.090
107 H 7.390 -4.065 -3.485  C99 1.090

=====

2.
Density functional theory data (ωB97M-V/def2-TZVPD) for one molecule with the formula C3H7NO2S in a non-equilibrium geometry.

Calculated values
energy above the lowest of the compared OMol25 structures with the same formula, charge and spin: 9.6 kcal per mole
orbital gap: 9.8 eV
HOMO energy: -9.213 eV
SMILES: O=C(O)NCCS

Each atom is followed by the atoms it is bonded to, with distances in Å.
Element x y z (Å)
1 O -0.734 1.868 0.702  C2 1.201
2 C -1.430 0.912 0.910  O1 1.201, O3 1.366, N4 1.368
3 O -2.795 0.950 0.964  C2 1.366, H8 0.946
4 N -0.935 -0.359 1.017  C2 1.368, C5 1.446, H9 0.999
5 C 0.427 -0.613 0.603  N4 1.446, C6 1.517, H10 1.089, H11 1.095
6 C 0.625 -0.506 -0.897  C5 1.517, S7 1.839, H12 1.093, H13 1.088
7 S 2.297 -1.048 -1.436  C6 1.839, H14 1.348
8 H -3.100 1.478 0.241  O3 0.946
9 H -1.429 -1.057 1.534  N4 0.999
10 H 0.755 -1.616 0.872  C5 1.089
11 H 1.067 0.108 1.123  C5 1.095
12 H 0.465 0.530 -1.208  C6 1.093
13 H -0.055 -1.105 -1.497  C6 1.088
14 H 2.437 -0.104 -2.386  S7 1.348

=====

3.
Density functional theory data (ωB97M-V/def2-TZVPD) for one molecule with the formula C5H15N3OS in a non-equilibrium geometry.

Calculated values
energy above the lowest of the compared OMol25 structures with the same formula, charge and spin: 68.5 kcal per mole
orbital gap: 10.0 eV
HOMO energy: -9.220 eV
SMILES: CCCN[S@](=N)(=O)N(C)C

Each atom is followed by the atoms it is bonded to, with distances in Å.
Element x y z (Å)
1 C 1.094 1.326 3.279  C2 1.554, H11 1.040, H12 1.066, H13 1.025
2 C -0.107 0.577 2.637  C1 1.554, C3 1.521, H14 1.073, H15 1.172
3 C 0.404 -0.261 1.475  C2 1.521, N4 1.442, H16 1.082, H17 1.120
4 N -0.614 -0.378 0.460  C3 1.442, S5 1.615, H18 1.088
5 S -0.113 -1.144 -0.871  N4 1.615, N6 1.516, O7 1.689, N8 1.696
6 N -0.946 -2.392 -1.084  S5 1.516, H19 1.047
7 O 1.546 -1.415 -0.717  S5 1.689
8 N -0.695 0.044 -1.934  S5 1.696, C9 1.410, C10 1.461
9 C -1.227 -0.592 -3.074  N8 1.410, H20 1.114, H21 1.042, H22 1.123
10 C 0.216 1.176 -2.089  N8 1.461, H23 1.039, H24 1.121, H25 1.158
11 H 1.986 0.864 3.010  C1 1.040
12 H 1.099 2.380 3.122  C1 1.066
13 H 0.982 1.324 4.298  C1 1.025
14 H -0.801 1.263 2.189  C2 1.073
15 H -0.698 -0.116 3.375  C2 1.172
16 H 1.229 0.304 1.062  C3 1.082
17 H 0.880 -1.231 1.768  C3 1.120
18 H -1.529 -0.927 0.670  N4 1.088
19 H -0.271 -3.186 -1.192  N6 1.047
20 H -1.456 -1.555 -2.563  C9 1.114
21 H -1.870 0.129 -3.463  C9 1.042
22 H -0.471 -0.777 -3.884  C9 1.123
23 H 0.473 1.554 -1.156  C10 1.039
24 H 1.132 0.937 -2.689  C10 1.121
25 H -0.239 2.094 -2.628  C10 1.158

=====

4.
Density functional theory data (ωB97M-V/def2-TZVPD) for one molecule with the formula C4H4ClF3 in a non-equilibrium geometry.

Calculated values
energy above the lowest of the compared OMol25 structures with the same formula, charge and spin: 17.1 kcal per mole
orbital gap: 11.2 eV
HOMO energy: -10.431 eV
SMILES: C=C[C@H](F)C(F)(F)Cl

Each atom is followed by the atoms it is bonded to, with distances in Å.
Element x y z (Å)
1 C 1.794 -0.222 0.715  C2 1.346, H9 1.041, H10 1.082
2 C 0.898 -0.580 -0.223  C1 1.346, C3 1.556, H11 1.066
3 C -0.224 0.407 -0.658  C2 1.556, F4 1.311, C5 1.516, H12 1.159
4 F 0.202 1.647 -0.627  C3 1.311
5 C -1.487 0.222 0.159  C3 1.516, F6 1.334, F7 1.366, Cl8 1.827
6 F -1.313 0.435 1.465  C5 1.334
7 F -2.494 0.979 -0.368  C5 1.366
8 Cl -1.843 -1.516 -0.274  C5 1.827
9 H 2.527 -0.815 1.155  C1 1.041
10 H 1.851 0.822 0.993  C1 1.082
11 H 0.647 -1.546 -0.596  C2 1.066
12 H -0.559 0.167 -1.741  C3 1.159

=====

5.
Density functional theory data (ωB97M-V/def2-TZVPD) for a 2-piece molecular cluster, CHN2O4 overall in a non-equilibrium geometry.

Calculated values
energy above the lowest of the compared OMol25 structures with the same formula, charge and spin: 61.1 kcal per mole
orbital gap: 9.1 eV
HOMO energy: -5.201 eV
total charge: -1

Each atom is followed by the atoms it is bonded to, with distances in Å.
Element x y z (Å)
1 C -1.115 -0.869 -0.238  N2 1.772, O4 1.189, O5 1.178
2 N 0.085 0.170 0.549  C1 1.772, N3 1.271
3 N 0.853 0.941 -0.108  N2 1.271, O6 1.265, O7 1.223
4 O -2.185 -0.469 0.094  C1 1.189
5 O -0.523 -1.661 -0.879  C1 1.178
6 O 0.202 1.513 -1.030  N3 1.265
7 O 2.070 1.041 -0.038  N3 1.223
8 H 0.612 -0.666 1.651  no bonds

=====

6.
Density functional theory data (ωB97M-V/def2-TZVPD) for one molecule with the formula C8H11BrN2OS in a non-equilibrium geometry.

Calculated values
energy above the lowest of the compared OMol25 structures with the same formula, charge and spin: 58.6 kcal per mole
orbital gap (alpha / beta): 7.6 / 7.4 eV
HOMO energy (alpha / beta): -7.917 / -7.886 eV

Each atom is followed by the atoms it is bonded to, with distances in Å.
Element x y z (Å)
1 C 4.226 -0.126 0.207  C3 1.316, S12 1.824, H14 1.059
2 C 2.902 -0.643 2.343  C4 1.368, S12 1.759, H15 1.120
3 C 2.933 0.048 0.032  C1 1.316, C4 1.505, C5 1.459
4 C 2.137 -0.320 1.256  C2 1.368, C3 1.505, N9 1.380
5 C 2.232 0.535 -1.151  C3 1.459, Br13 1.905, H16 1.113
6 C -2.158 1.104 0.462  C8 1.673, H17 1.124, H18 1.134, H19 1.058
7 C -1.184 -1.008 -0.804  C8 1.483, H20 1.091, H21 1.071, H22 1.097
8 C -0.911 0.392 -0.397  C6 1.673, C7 1.483, N10 1.398, H23 1.055
9 N 0.772 -0.142 1.159  C4 1.380, N10 1.373, H24 1.028
10 N 0.317 0.714 0.187  C8 1.398, N9 1.373
11 O 5.282 -1.792 2.019  S12 1.433
12 S 4.611 -0.529 1.944  C1 1.824, C2 1.759, O11 1.433
13 Br 1.907 -0.745 -2.524  C5 1.905
14 H 5.020 0.166 -0.430  C1 1.059
15 H 2.338 -0.790 3.299  C2 1.120
16 H 2.100 1.586 -1.494  C5 1.113
17 H -1.951 2.196 0.630  C6 1.124
18 H -2.955 0.861 -0.307  C6 1.134
19 H -2.278 0.611 1.389  C6 1.058
20 H -2.200 -1.309 -1.063  C7 1.091
21 H -0.803 -1.692 -0.073  C7 1.071
22 H -0.632 -1.182 -1.736  C7 1.097
23 H -0.913 1.065 -1.209  C8 1.055
24 H 0.334 -1.068 1.074  N9 1.028